2 unconnected molecules or ions with the total composition C2H6N2O2 at a distorted geometry. Source: the Open Molecules 2025 dataset; level of theory: ωB97M-V with the def2-TZVPD basis set.

Calculated values
Kohn-Sham gap: 10.44 eV
LUMO: 0.761 eV
E: -339.8026 hartree
SMILES string: [H]/N=C/N.O=CO
energy above the lowest of the compared OMol25 structures with the same formula, charge and spin: 0.819 eV

XYZ file:
```
12
Properties=species:S:1:pos:R:3:forces:R:3
H 0.715 2.177 0.141 -0.8 -0.4 -0.1
N 0.945 1.185 0.108 0.9 0.3 -0.3
C 1.486 0.927 -1.042 -0.9 0.6 1.4
N 2.293 -0.131 -1.166 0.4 -0.9 -0.6
H 1.224 1.584 -1.870 0.8 -0.3 -0.5
H 2.667 -0.513 -2.018 -0.4 0.4 -0.2
H 2.483 -0.701 -0.358 -0.2 0.2 0.2
O -2.519 0.034 0.579 -0.1 0.0 0.0
C -1.864 -0.948 0.804 -0.1 0.3 -0.2
O -0.544 -0.995 0.830 0.1 -0.4 0.1
H -2.310 -1.932 0.999 0.1 -0.1 0.1
H -0.145 -0.105 0.637 0.1 0.1 0.1
```
Forces are in eV/Å.

Results of the Mulliken charge analysis, in e, for atoms 1 through 6: 0.187 -0.737 0.121 -0.374 0.346 0.203

=====

2 unconnected molecules or ions with the total composition C25H30BrF13O5PS at a distorted geometry. Source: the Open Molecules 2025 dataset; level of theory: ωB97M-V with the def2-TZVPD basis set.

Calculated values
total charge: +1
Kohn-Sham gap: 5.31 eV
LUMO: -5.463 eV
E: -5957.2710 hartree

XYZ file:
```
76
Properties=species:S:1:pos:R:3:forces:R:3
C 1.743 1.239 -3.540 0.1 -0.5 -0.9
C 1.502 -0.292 -2.911 0.3 0.8 -1.3
P -0.059 -0.166 -1.815 0.4 1.2 1.7
C -1.669 -0.545 -2.767 -1.1 -0.5 -0.6
C -2.972 -0.741 -1.756 -0.2 -0.7 0.4
C 0.097 -1.150 -0.186 0.2 -3.0 3.2
C 0.216 -2.805 -0.166 0.1 1.3 3.4
C 0.230 -3.713 -1.532 0.1 0.8 -0.2
C -1.247 -4.168 -2.080 -0.2 -1.4 -0.8
C -0.973 -4.976 -3.517 0.4 -0.1 0.4
C -2.032 -5.252 -1.111 -0.4 0.3 -0.8
C 0.333 -3.564 1.320 -0.5 3.8 0.1
Br 0.519 -5.595 1.337 -0.2 2.8 0.1
C 0.297 -2.705 2.748 -0.1 1.3 -2.7
C 0.157 -1.039 2.709 0.1 -2.1 -2.9
C 0.076 -0.275 1.239 0.0 -2.5 0.6
C -0.072 1.389 1.146 -1.2 -0.5 -0.8
C 1.252 2.116 0.491 1.1 -0.9 -0.5
C 1.962 3.243 1.444 0.3 -1.4 1.8
F 1.846 2.742 2.865 0.4 1.6 -4.0
F 3.438 3.399 1.216 -4.8 -0.2 0.5
C 1.163 4.710 1.456 0.7 0.0 3.4
F 1.693 5.407 2.688 -2.0 -1.9 -4.0
F -0.278 4.504 1.704 4.4 0.7 -1.3
C 1.532 5.662 0.168 3.7 1.1 0.4
F 2.174 4.902 -0.970 -2.7 2.4 3.6
F 2.666 6.538 0.663 -3.8 -2.8 -1.7
C 0.372 6.709 -0.294 2.1 4.8 1.8
F 1.098 7.884 -0.911 -2.3 -4.2 2.0
F -0.387 7.309 0.858 3.3 -2.4 -3.8
S -0.854 6.129 -1.559 -4.5 1.8 -2.6
F -0.702 4.472 -1.189 0.1 3.3 -0.7
F 0.267 6.091 -2.851 -2.0 -0.5 3.1
F -1.137 7.806 -1.969 0.4 -3.7 0.8
F -2.110 6.335 -0.361 2.4 -1.3 -2.9
F -2.080 5.712 -2.682 2.5 0.6 2.2
C 0.110 -0.297 4.170 -1.9 3.5 2.4
O -0.620 0.769 4.505 4.3 -6.2 -2.7
C 1.030 -0.972 5.392 -0.4 -4.6 -1.4
C 1.152 -2.485 5.411 -0.2 3.8 0.2
C 2.048 -3.109 6.657 -0.1 1.2 -0.2
O 1.385 -4.299 7.217 -1.9 3.5 -2.8
O 2.289 -5.048 7.837 2.6 -2.4 3.0
C 0.425 -3.438 4.245 -1.6 -3.8 1.3
O -0.041 -4.659 4.527 3.1 7.9 -2.1
H 0.711 1.782 -3.667 2.0 -0.9 0.4
H 2.210 1.118 -4.628 -0.9 0.3 2.4
H 2.492 1.879 -2.903 -1.7 -1.3 -1.1
H 2.480 -0.553 -2.321 -2.2 0.0 -1.1
H 1.273 -0.992 -3.822 0.8 1.0 1.8
H -1.543 -1.466 -3.482 -0.4 1.6 1.2
H -1.914 0.428 -3.412 1.1 -2.1 1.5
H -2.660 -1.034 -0.652 -0.4 0.6 -2.4
H -3.630 -1.652 -2.148 1.3 2.1 0.8
H -3.633 0.230 -1.658 1.4 -1.9 -0.3
H 0.890 -4.699 -1.443 -1.4 2.2 0.2
H 0.742 -3.048 -2.379 -1.1 -1.3 1.8
H -1.976 -3.285 -2.336 1.6 -1.5 0.8
H -0.012 -4.551 -4.062 -2.1 -0.8 1.0
H -0.745 -6.106 -3.272 -0.5 2.2 -0.5
H -1.901 -4.948 -4.234 1.8 0.0 1.4
H -2.315 -4.809 -0.066 0.7 -0.9 -2.0
H -1.402 -6.236 -1.029 -1.1 2.0 0.1
H -3.033 -5.547 -1.679 2.0 0.7 1.3
H -0.451 1.870 2.145 1.1 -1.3 -1.8
H -0.953 1.557 0.357 1.9 -0.4 1.8
H 1.009 2.523 -0.601 0.5 -0.6 2.6
H 2.061 1.257 0.315 -1.5 2.1 0.5
H 1.541 -0.321 6.246 -1.5 -1.4 -2.2
H 3.166 -3.300 6.308 -2.5 -0.1 0.6
H 2.100 -2.265 7.495 -0.1 -1.7 -1.8
H 1.984 -5.149 8.788 0.3 0.5 -1.5
O -2.871 0.892 -5.358 -0.6 0.2 -0.6
H -3.433 0.747 -4.555 0.3 -0.1 -0.2
H -3.075 1.760 -5.791 0.1 -0.4 0.2
H -2.952 0.140 -5.999 0.1 0.3 0.3
```
Forces are in eV/Å.

Results of the Mulliken charge analysis, in e, for atoms 1 through 6: -0.750 -0.516 -0.012 -0.415 -1.056 0.103

=====

A single C5H13NOS molecule at a distorted geometry. Source: the Open Molecules 2025 dataset; level of theory: ωB97M-V with the def2-TZVPD basis set.

Calculated values
Kohn-Sham gap: 9.93 eV
LUMO: 0.709 eV
E: -726.4261 hartree
SMILES string: CCN[C@H](CO)CS
energy above the lowest of the compared OMol25 structures with the same formula, charge and spin: 2.042 eV

XYZ file:
```
21
Properties=species:S:1:pos:R:3:forces:R:3
C -1.535 0.086 2.480 -0.4 -1.4 1.1
C -1.064 -0.124 1.056 -0.2 2.4 -0.1
N 0.410 -0.014 1.042 -0.9 -0.3 -1.2
C 1.002 0.169 -0.369 -1.3 -1.4 2.7
C 0.672 1.544 -0.913 1.5 1.9 -1.0
O -0.021 1.664 -2.162 -0.7 -1.0 0.7
C 0.518 -1.009 -1.212 2.3 -0.6 -1.5
S 2.177 -1.607 -1.935 -0.1 0.5 0.4
H -2.586 -0.166 2.667 0.1 -0.1 -0.4
H -0.962 -0.639 3.079 -0.2 0.0 0.1
H -1.395 1.012 3.014 0.5 0.7 -0.6
H -1.553 -1.003 0.644 0.4 -0.6 0.0
H -1.429 0.695 0.405 0.0 -0.2 0.3
H 0.730 -0.933 1.340 0.4 0.2 0.2
H 2.034 0.030 -0.019 0.2 0.4 -1.2
H 1.568 2.115 -1.224 0.1 -0.6 0.7
H 0.245 2.162 -0.118 -0.4 -0.2 0.0
H -0.780 1.067 -2.129 -0.1 0.3 -0.2
H 0.155 -1.858 -0.647 -0.3 0.2 0.1
H -0.107 -0.743 -2.057 -0.2 -0.1 0.1
H 1.923 -2.446 -2.943 -0.6 -0.1 0.0
```
Forces are in eV/Å.

Results of the Mulliken charge analysis, in e, for atoms 1 through 6: -1.278 -0.195 -0.541 -0.135 -0.785 -0.542

=====

> Which value of LUMO does entry 2 give?

-5.463 eV

=====

> Among the records above, which one has the lowest Kohn-Sham gap?

C25H30BrF13O5PS

=====

> What is the Kohn-Sham gap in the first record?

10.44 eV

=====

> What is the E in the second record?

-5957.2710 hartree